168
Properties=species:S:1:pos:R:3 method="wB97M-V/def2-TZVPD" relative_energy_kcal_mol=0.0 smiles=CC1(C)CCCC(C)(C)N1O.CC1(C)CCCC(C)(C)N1O.CC1(C)CCCC(C)(C)N1O.CC(C)O.CC(C)O.CCO.CCO.CCO.CCO.CCO.CCO spin_multiplicity=1 orbital_gap_ev=8.90 lumo_ev=0.55
C 1.60 2.77 4.72
C 0.70 2.85 3.45
C -0.07 1.51 3.23
C -0.32 4.04 3.54
C 0.15 5.45 3.36
C 1.03 5.50 2.05
C 2.12 4.45 1.97
C 2.58 4.45 0.56
C 3.34 4.90 2.80
N 1.54 3.10 2.29
O 2.57 2.19 2.02
H 2.20 3.67 4.87
H 0.97 2.54 5.57
H 2.28 1.93 4.67
H -0.64 1.52 2.29
H 0.66 0.68 3.27
H -0.87 1.55 3.99
H -1.18 3.81 2.97
H -0.66 3.88 4.57
H -0.78 5.97 3.20
H 0.73 5.87 4.19
H 1.49 6.44 1.97
H 0.36 5.46 1.20
H 1.81 4.16 -0.17
H 3.38 3.75 0.35
H 2.95 5.40 0.28
H 3.72 5.85 2.36
H 4.13 4.14 2.72
H 3.23 4.97 3.84
H 3.35 2.42 2.62
C -0.89 -3.20 1.53
C -1.78 -4.28 0.97
C -2.77 -4.71 2.11
C -2.64 -3.79 -0.19
C -3.39 -4.78 -1.06
C -2.36 -5.73 -1.58
C -1.52 -6.39 -0.42
C -2.43 -7.38 0.42
C -0.46 -7.25 -0.98
N -0.93 -5.32 0.32
O -0.19 -5.89 1.39
H -0.37 -2.74 0.76
H -1.54 -2.36 1.86
H -0.34 -3.52 2.43
H -2.22 -5.01 3.02
H -3.64 -4.04 2.37
H -3.21 -5.69 1.84
H -3.31 -3.02 0.26
H -1.99 -3.23 -0.87
H -4.15 -5.37 -0.50
H -3.90 -4.23 -1.83
H -1.62 -5.21 -2.26
H -2.82 -6.49 -2.22
H -2.70 -8.34 -0.09
H -3.35 -6.86 0.72
H -2.02 -7.59 1.45
H -0.03 -7.85 -0.15
H 0.29 -6.68 -1.56
H -0.83 -7.91 -1.82
H 0.71 -5.96 1.00
C 4.94 -1.19 2.19
C 4.29 -2.16 1.21
C 2.92 -2.65 1.86
C 4.02 -1.48 -0.15
C 3.35 -2.52 -1.08
C 4.47 -3.54 -1.37
C 4.96 -4.21 -0.10
C 3.86 -5.23 0.36
C 6.22 -5.05 -0.39
N 5.26 -3.19 0.96
O 5.63 -3.91 2.10
H 4.21 -0.44 2.43
H 5.97 -0.91 1.90
H 5.28 -1.77 3.09
H 2.41 -3.30 1.24
H 2.36 -1.83 2.39
H 3.27 -3.25 2.71
H 3.47 -0.64 0.07
H 5.05 -1.24 -0.57
H 3.02 -2.16 -2.01
H 2.38 -3.03 -0.73
H 5.18 -2.98 -1.98
H 4.10 -4.42 -2.01
H 4.06 -6.21 -0.24
H 3.77 -5.33 1.47
H 2.93 -4.75 0.06
H 7.04 -4.39 -0.57
H 6.48 -5.71 0.43
H 5.94 -5.75 -1.15
H 6.54 -3.69 2.32
C 6.37 4.67 -1.49
C 6.65 4.14 -0.09
C 7.08 2.70 -0.18
O 7.70 4.88 0.50
H 5.88 3.86 -2.10
H 7.32 5.00 -1.88
H 5.76 5.58 -1.35
H 5.73 4.20 0.51
H 6.30 2.01 -0.39
H 7.43 2.40 0.80
H 7.93 2.54 -0.95
H 8.45 4.82 -0.08
C -1.20 1.47 -2.05
C -0.57 1.24 -0.67
C 0.70 0.40 -0.73
O -0.41 2.58 -0.13
H -2.08 2.11 -1.96
H -1.63 0.55 -2.46
H -0.54 2.03 -2.68
H -1.32 0.82 -0.10
H 1.16 0.41 0.26
H 1.29 0.88 -1.59
H 0.47 -0.65 -1.05
H 0.16 2.59 0.65
C -5.38 4.71 2.08
C -4.72 3.39 1.59
O -4.38 3.33 0.24
H -6.41 4.83 1.78
H -4.85 5.52 1.60
H -5.43 4.88 3.17
H -5.47 2.62 1.86
H -3.75 3.28 2.12
H -3.63 3.97 0.09
C -8.26 5.00 -1.14
C -8.42 4.30 -2.44
O -7.23 4.02 -3.24
H -7.44 5.83 -1.14
H -7.81 4.42 -0.30
H -9.18 5.42 -0.73
H -9.03 4.89 -3.17
H -8.97 3.36 -2.24
H -6.65 3.38 -2.84
C 0.84 -4.21 -3.76
C 0.53 -2.72 -3.89
O -0.36 -2.29 -2.89
H -0.04 -4.82 -3.90
H 1.17 -4.33 -2.77
H 1.56 -4.58 -4.51
H 0.11 -2.53 -4.85
H 1.39 -2.07 -3.85
H -1.26 -2.57 -3.18
C -5.37 -0.70 0.95
C -4.72 -0.41 -0.39
O -3.58 0.42 -0.28
H -4.70 -0.49 1.78
H -5.72 -1.75 1.15
H -6.24 -0.10 1.01
H -5.43 0.07 -1.04
H -4.38 -1.30 -0.92
H -3.81 1.31 -0.06
C -2.61 -1.80 -5.53
C -3.68 -1.58 -4.41
O -3.06 -2.01 -3.18
H -1.71 -1.16 -5.45
H -3.09 -1.59 -6.48
H -2.30 -2.90 -5.53
H -4.58 -2.17 -4.57
H -4.04 -0.54 -4.37
H -3.46 -1.52 -2.45
C -1.32 6.03 -2.11
C -1.43 6.15 -0.61
O -2.12 5.00 -0.08
H -0.78 6.88 -2.58
H -2.26 5.81 -2.54
H -0.75 5.04 -2.31
H -1.94 7.05 -0.30
H -0.40 6.22 -0.21
H -1.42 4.32 -0.09

94
Properties=species:S:1:pos:R:3 method="wB97M-V/def2-TZVPD" total_charge=-2 relative_energy_kcal_mol=8.7 spin_multiplicity=2 orbital_gap_ev="3.60 / 6.83" lumo_ev="3.85 / 3.85"
Hg 1.35 -1.46 -0.21
N 1.85 -3.96 -0.80
C 2.30 -3.84 -2.18
C 3.28 -2.67 -2.37
O 4.15 -2.78 -3.25
N 3.05 -1.63 -1.59
C 3.84 -0.44 -1.82
C 3.14 0.87 -1.40
O 3.74 1.92 -1.66
O 2.01 0.79 -0.83
H 2.60 -4.25 -0.18
H 1.06 -4.58 -0.67
H 1.42 -3.63 -2.79
H 2.78 -4.74 -2.58
H 4.11 -0.34 -2.87
H 4.78 -0.47 -1.26
F 3.87 -1.24 7.02
C 3.25 -0.87 5.88
C 2.11 -0.08 5.94
F 1.63 0.31 7.13
C 1.48 0.29 4.76
F 0.41 1.09 4.88
C 1.93 -0.13 3.51
P 1.00 0.24 1.96
C -0.72 0.13 2.58
C -1.01 -0.94 3.43
C -2.30 -1.18 3.87
C -3.33 -0.34 3.48
C -3.06 0.71 2.62
C -1.77 0.94 2.16
C 1.52 2.00 1.79
C 2.80 2.34 2.23
C 3.30 3.62 2.06
C 2.53 4.59 1.45
C 1.27 4.25 0.97
C 0.78 2.97 1.12
C 3.14 -0.85 3.48
Br 4.05 -1.18 1.87
C 3.78 -1.22 4.65
F 4.92 -1.92 4.63
H -0.23 -1.63 3.72
H -2.49 -2.04 4.50
H -4.34 -0.53 3.82
H -3.87 1.35 2.28
H -1.62 1.72 1.44
H 3.44 1.59 2.69
H 4.30 3.85 2.40
H 2.91 5.59 1.31
H 0.68 4.99 0.43
H -0.15 2.71 0.65
Br 1.52 -3.88 3.18
C -0.21 -3.80 2.30
C -1.19 -4.57 2.85
C -2.46 -4.56 2.19
C -2.52 -3.88 0.98
C -1.44 -3.16 0.51
N -0.26 -3.02 1.24
C -1.52 -2.51 -0.83
O -2.33 -2.92 -1.67
O -0.75 -1.49 -1.04
H -1.00 -5.17 3.73
H -3.31 -5.11 2.58
H -3.41 -3.91 0.36
C -1.70 4.35 -1.92
C -2.38 3.21 -2.67
C -2.41 3.51 -4.16
Sb -1.44 1.30 -2.00
C -0.24 0.98 -3.78
C 0.32 -0.44 -3.82
C 0.89 2.00 -3.85
C -3.09 -0.01 -2.54
C -3.92 0.40 -3.74
C -3.97 -0.25 -1.32
H -2.20 5.31 -2.13
H -0.66 4.46 -2.22
H -1.71 4.19 -0.84
H -3.41 3.12 -2.31
H -1.41 3.56 -4.58
H -2.88 4.49 -4.35
H -2.97 2.77 -4.73
H -0.93 1.13 -4.62
H 0.97 -0.62 -2.97
H 0.92 -0.58 -4.73
H -0.46 -1.20 -3.80
H 1.49 2.01 -2.94
H 0.52 3.02 -4.00
H 1.56 1.77 -4.69
H -2.58 -0.96 -2.76
H -4.46 1.33 -3.56
H -4.67 -0.38 -3.96
H -3.32 0.53 -4.64
H -4.52 0.66 -1.05
H -3.38 -0.55 -0.46
H -4.69 -1.05 -1.51

26
Properties=species:S:1:pos:R:3 method="wB97M-V/def2-TZVPD" total_charge=+1 relative_energy_kcal_mol=0.0 spin_multiplicity=1 orbital_gap_ev=9.37 lumo_ev=-3.24
O -1.10 -1.23 -0.48
P 0.31 -0.57 -0.65
O 0.24 0.82 -1.42
S 1.55 -1.73 -1.57
C 0.98 -0.32 1.05
C 0.06 0.42 2.04
O 0.27 1.82 2.18
C 1.39 2.34 1.50
C 2.60 1.48 1.72
N 2.37 0.23 0.90
H -1.52 -1.17 -1.37
H -0.35 1.48 -1.00
H 1.08 -1.33 1.42
H -0.95 0.27 1.69
H 0.11 -0.06 3.01
H 1.17 2.48 0.45
H 1.60 3.30 1.96
H 2.73 1.19 2.75
H 3.47 1.97 1.32
H 2.48 0.51 -0.08
H 3.07 -0.49 1.04
C -4.38 -2.29 -3.18
Br -5.62 -2.03 -4.62
Br -3.53 -4.01 -3.26
Br -3.07 -0.86 -3.14
H -4.94 -2.24 -2.26

61
Properties=species:S:1:pos:R:3 method="wB97M-V/def2-TZVPD" relative_energy_kcal_mol=13.8 smiles="CCOc1ccc(CCNC(=O)CS(=O)(=O)Cc2nc(-c3cccc(OC)c3)oc2C)cc1" spin_multiplicity=1 orbital_gap_ev=8.78 lumo_ev=0.61
C -2.06 -7.64 0.90
C -1.85 -6.45 -0.02
O -2.92 -5.55 0.20
C -2.91 -4.35 -0.44
C -3.93 -3.47 -0.10
C -4.00 -2.21 -0.67
C -3.05 -1.81 -1.60
C -3.04 -0.40 -2.13
C -2.33 0.52 -1.13
N -1.01 0.01 -0.82
C 0.12 0.66 -1.14
O 0.17 1.77 -1.62
C 1.38 -0.15 -0.84
S 1.25 -1.25 0.61
O 2.57 -1.73 0.92
O 0.24 -2.24 0.33
C 0.69 -0.23 2.03
C 1.57 0.94 2.08
N 1.30 2.05 1.34
C 2.31 2.86 1.51
C 2.48 4.14 0.86
C 3.48 5.02 1.24
C 3.61 6.22 0.56
C 2.76 6.53 -0.49
C 1.75 5.64 -0.87
O 0.98 6.02 -1.92
C -0.06 5.16 -2.33
C 1.61 4.44 -0.19
O 3.25 2.34 2.33
C 2.79 1.11 2.69
C 3.60 0.23 3.55
C -2.05 -2.70 -1.96
C -1.97 -3.96 -1.39
H -1.26 -8.36 0.75
H -2.07 -7.32 1.93
H -3.01 -8.12 0.67
H -0.90 -5.95 0.21
H -1.84 -6.78 -1.07
H -4.66 -3.79 0.63
H -4.79 -1.54 -0.38
H -2.52 -0.36 -3.09
H -4.06 -0.03 -2.28
H -2.91 0.57 -0.20
H -2.20 1.53 -1.54
H -0.96 -0.95 -0.51
H 1.60 -0.82 -1.67
H 2.23 0.51 -0.69
H 0.77 -0.87 2.90
H -0.34 0.05 1.83
H 4.14 4.77 2.05
H 4.38 6.92 0.84
H 2.86 7.46 -1.03
H -0.50 5.63 -3.21
H -0.82 5.07 -1.55
H 0.31 4.17 -2.58
H 0.87 3.71 -0.46
H 4.56 0.70 3.75
H 3.10 0.04 4.50
H 3.76 -0.72 3.05
H -1.31 -2.41 -2.69
H -1.17 -4.62 -1.69

72
Properties=species:S:1:pos:R:3 method="wB97M-V/def2-TZVPD" total_charge=-2 relative_energy_kcal_mol=8.9 spin_multiplicity=5 orbital_gap_ev="5.49 / 6.03" lumo_ev="4.25 / 4.25"
Fe -2.23 0.36 -1.24
O -2.49 -0.39 0.76
N -2.98 -1.59 0.97
C -2.87 -2.09 2.21
C -3.36 -3.33 2.54
C -3.98 -4.08 1.53
C -4.07 -3.56 0.27
C -3.55 -2.29 -0.06
S -3.56 -1.65 -1.63
H -2.35 -1.44 2.90
H -3.24 -3.70 3.54
H -4.38 -5.06 1.75
H -4.53 -4.11 -0.54
O -2.92 4.39 -1.40
C -2.40 3.29 -1.54
O -3.03 2.16 -1.40
C -0.94 3.19 -1.97
C -0.54 4.04 -2.98
C 0.69 3.90 -3.64
C 1.45 2.82 -3.24
O 2.65 2.39 -3.75
C 2.89 1.13 -3.13
O 2.00 0.99 -2.05
C 1.06 2.00 -2.21
C -0.09 2.16 -1.46
H -1.23 4.81 -3.29
H 0.99 4.53 -4.47
H 3.92 1.11 -2.75
H 2.72 0.33 -3.85
H -1.16 1.87 0.32
C -0.49 1.32 -0.34
Ge 0.66 0.35 0.83
C 0.23 0.79 2.72
C -1.05 1.18 3.12
C -1.33 1.44 4.46
C -0.35 1.32 5.42
C 0.93 0.93 5.05
C 1.21 0.67 3.71
C 0.45 -1.61 0.76
C 0.03 -2.21 -0.42
C -0.24 -3.58 -0.48
C -0.07 -4.37 0.65
C 0.38 -3.79 1.83
C 0.63 -2.42 1.88
C 2.60 0.73 0.77
C 3.03 2.05 0.85
C 4.38 2.37 0.77
C 5.32 1.36 0.62
C 4.91 0.04 0.54
C 3.55 -0.27 0.61
H -1.83 1.26 2.38
H -2.33 1.75 4.74
H -0.57 1.52 6.46
H 1.71 0.83 5.79
H 2.22 0.39 3.43
H -0.11 -1.62 -1.31
H -0.60 -4.01 -1.41
H -0.29 -5.43 0.61
H 0.51 -4.40 2.72
H 0.94 -1.98 2.82
H 2.30 2.84 0.95
H 4.69 3.40 0.82
H 6.37 1.61 0.55
H 5.64 -0.75 0.41
H 3.24 -1.31 0.53
F -0.73 -0.41 -3.06
As -1.31 -0.37 -4.74
F -1.91 -1.99 -4.55
F -1.90 -0.34 -6.37
F -2.81 0.27 -4.13
F -0.68 1.23 -4.91
F 0.22 -1.02 -5.25